1.
DFT (wB97M-V/def2-TZVPD) results for a cluster of 10 separate species, C24H65F4O13PS9 in total at a distorted geometry.

```
116
Properties=species:S:1:pos:R:3:mulliken_charge:R:1
C 7.87 1.22 2.68 -1.54
C 6.65 1.94 2.16 0.64
F 7.09 3.05 1.42 -0.35
C 5.85 1.11 1.17 -0.65
O 5.22 -0.02 1.79 0.22
P 3.90 0.29 2.62 0.48
O 4.16 0.88 3.93 -0.75
O 3.19 -1.12 2.75 -0.56
O 3.02 1.16 1.64 0.04
C 1.76 1.57 2.21 -0.74
C 1.82 2.93 2.87 -0.84
C 2.51 3.97 2.01 0.84
F 3.85 3.93 2.16 -0.25
F 2.26 3.79 0.69 -0.30
F 2.09 5.22 2.32 -0.26
H 7.62 0.21 2.99 0.33
H 8.29 1.76 3.52 0.39
H 8.60 1.16 1.89 0.36
H 6.05 2.32 2.98 0.25
H 6.55 0.72 0.44 0.53
H 5.17 1.76 0.63 0.16
H 2.58 -1.25 2.00 0.32
H 1.09 1.64 1.38 0.19
H 1.35 0.82 2.88 0.67
H 2.32 2.83 3.83 0.36
H 0.81 3.28 3.06 0.46
C 1.70 -0.68 -1.44 -1.12
S 0.30 -0.30 -0.37 0.72
O 0.59 -0.95 0.95 -0.69
C -0.86 -1.35 -1.24 -1.14
H 2.57 -0.16 -1.05 0.22
H 1.88 -1.75 -1.43 0.31
H 1.49 -0.33 -2.45 0.49
H -0.49 -2.37 -1.26 0.50
H -0.99 -0.96 -2.25 0.37
H -1.80 -1.31 -0.72 0.30
C 1.67 7.12 4.78 -0.86
S 1.08 5.87 5.92 0.50
O 0.17 4.97 5.15 -0.57
C 0.04 6.97 6.88 -1.00
H 2.32 6.64 4.05 0.22
H 0.83 7.59 4.27 0.29
H 2.24 7.87 5.33 0.41
H -0.70 7.44 6.23 0.31
H 0.66 7.73 7.36 0.38
H -0.47 6.38 7.64 0.33
C -3.14 2.60 0.24 -1.04
S -3.36 0.82 0.12 0.54
O -3.12 0.45 -1.31 -0.57
C -5.13 0.81 0.40 -0.96
H -2.09 2.83 0.06 0.30
H -3.76 3.09 -0.50 0.33
H -3.42 2.93 1.25 0.41
H -5.62 1.42 -0.35 0.35
H -5.34 1.19 1.40 0.40
H -5.48 -0.21 0.32 0.25
C 8.23 5.91 1.80 -0.58
S 9.69 6.40 0.87 0.50
O 10.87 5.82 1.55 -0.62
C 9.63 8.14 1.33 -0.91
H 8.10 4.84 1.68 -0.01
H 8.38 6.16 2.85 0.36
H 7.36 6.43 1.40 0.34
H 9.68 8.24 2.41 0.29
H 8.71 8.59 0.94 0.33
H 10.49 8.64 0.88 0.33
C -3.70 -1.80 -5.28 -1.10
S -3.96 -2.46 -3.62 0.74
O -3.33 -3.80 -3.58 -0.64
C -5.73 -2.71 -3.80 -1.31
H -2.64 -1.61 -5.39 0.32
H -4.03 -2.54 -6.02 0.38
H -4.26 -0.87 -5.39 0.40
H -5.94 -3.38 -4.64 0.40
H -6.21 -1.74 -3.95 0.43
H -6.10 -3.16 -2.88 0.38
C -8.88 -2.96 0.79 -0.72
S -8.41 -1.55 1.79 0.41
O -7.81 -0.55 0.87 -0.56
C -7.04 -2.36 2.64 -0.91
H -9.70 -2.67 0.15 0.21
H -8.03 -3.27 0.18 0.21
H -9.20 -3.78 1.44 0.40
H -6.32 -2.72 1.90 0.25
H -7.42 -3.19 3.23 0.38
H -6.57 -1.63 3.29 0.33
C 5.83 -3.45 -1.48 -1.08
S 6.42 -2.14 -0.41 0.78
O 7.04 -1.10 -1.29 -0.68
C 7.76 -3.08 0.32 -1.12
H 5.00 -3.06 -2.07 0.31
H 6.63 -3.78 -2.15 0.36
H 5.48 -4.28 -0.87 0.37
H 8.43 -3.43 -0.47 0.41
H 7.35 -3.92 0.87 0.35
H 8.30 -2.43 1.00 0.28
C -9.20 -3.30 -4.11 -0.78
S -10.53 -3.18 -2.91 0.54
O -10.13 -4.03 -1.75 -0.61
C -11.74 -4.12 -3.84 -1.02
H -8.34 -2.79 -3.69 0.00
H -8.96 -4.34 -4.30 0.39
H -9.50 -2.80 -5.04 0.44
H -11.35 -5.12 -4.05 0.31
H -11.97 -3.60 -4.76 0.37
H -12.64 -4.21 -3.23 0.35
C -2.24 -6.29 -5.34 -0.81
S -0.82 -7.27 -5.84 0.48
O -1.35 -8.47 -6.54 -0.63
C -0.37 -7.79 -4.18 -0.89
H -2.71 -5.89 -6.24 0.33
H -2.95 -6.91 -4.80 0.32
H -1.91 -5.46 -4.71 0.27
H -1.21 -8.32 -3.72 0.29
H -0.10 -6.92 -3.59 0.33
H 0.48 -8.46 -4.26 0.32
```

* orbital gap: 8.7 eV
* molar mass: 957.34 g/mol

***

2.
DFT (wB97M-V/def2-TZVPD) results for a structure of composition C24H66N6O6 at a distorted geometry.

```
102
Properties=species:S:1:pos:R:3:mulliken_charge:R:1
C -1.81 -3.46 -1.74 -1.75
C -2.07 -2.11 -2.37 4.12
C -2.98 -2.23 -3.58 -1.67
O -2.30 -2.86 -4.61 -0.28
C -2.98 -4.10 -4.85 -0.74
N -2.71 -1.22 -1.41 -1.06
H -2.70 -3.88 -1.27 0.33
H -1.11 -3.26 -0.93 0.11
H -1.49 -4.25 -2.43 0.49
H -1.13 -1.60 -2.57 -1.84
H -3.13 -1.18 -3.82 0.46
H -4.02 -2.41 -3.32 0.55
H -2.58 -4.67 -5.69 0.25
H -4.02 -3.94 -5.15 0.29
H -2.98 -4.63 -3.90 0.28
H -2.98 -0.30 -1.72 0.39
H -2.21 -0.98 -0.56 0.21
C 4.04 -4.13 -0.43 -1.74
C 2.62 -3.93 -0.28 0.32
C 2.17 -3.53 1.17 -0.98
O 0.82 -3.01 1.31 -0.23
C 0.55 -2.51 2.60 -0.86
N 2.25 -2.84 -1.18 -0.84
H 4.59 -3.36 0.10 0.32
H 4.33 -4.15 -1.48 0.42
H 4.38 -5.08 -0.02 0.40
H 1.94 -4.69 -0.66 0.54
H 2.91 -2.80 1.49 0.46
H 2.27 -4.41 1.79 0.39
H 0.78 -1.45 2.70 0.05
H 1.06 -3.11 3.36 0.50
H -0.50 -2.66 2.83 0.27
H 1.24 -2.83 -1.22 0.87
H 2.42 -2.09 -0.53 0.77
C 0.52 2.85 0.35 -0.63
C 0.38 4.43 0.43 0.42
C 0.25 4.91 -1.01 -0.77
O 1.49 5.49 -1.35 -0.37
C 1.50 6.02 -2.65 -0.74
N -0.66 4.80 1.36 -0.73
H 1.43 2.56 -0.17 0.67
H -0.38 2.33 0.05 0.70
H 0.55 2.61 1.42 -0.74
H 1.34 4.79 0.78 0.29
H -0.47 5.71 -1.18 0.42
H -0.16 4.13 -1.66 0.35
H 2.48 6.47 -2.80 0.34
H 0.73 6.70 -2.99 0.33
H 1.51 5.16 -3.32 0.24
H -0.35 4.71 2.32 0.22
H -1.03 5.74 1.36 0.25
C 0.08 -0.69 -3.87 -2.00
C -0.05 0.42 -4.85 1.00
C 0.67 1.79 -4.49 -1.21
O 0.02 2.39 -3.46 -0.44
C 0.78 3.54 -3.09 -1.29
N 0.59 -0.08 -6.02 -0.70
H -0.24 -1.66 -4.25 0.83
H -0.66 -0.52 -3.09 0.64
H 1.09 -0.82 -3.47 0.08
H -1.10 0.64 -5.03 0.22
H 0.71 2.50 -5.32 0.61
H 1.72 1.53 -4.43 0.38
H 1.46 4.00 -3.80 0.38
H 1.30 3.26 -2.17 0.46
H 0.11 4.34 -2.77 0.58
H 0.02 -0.88 -6.27 0.30
H 0.60 0.65 -6.71 0.30
C -1.33 -0.18 8.95 -1.57
C -0.47 0.03 7.76 0.70
C -1.16 0.14 6.42 -0.78
O -0.24 -0.09 5.36 -0.31
C -0.74 0.17 4.06 0.19
N 0.40 1.18 8.05 -0.77
H -0.81 -0.03 9.89 0.42
H -1.61 -1.23 8.99 0.37
H -2.24 0.43 8.93 0.33
H 0.24 -0.80 7.73 0.24
H -1.74 1.05 6.31 0.32
H -1.93 -0.63 6.38 0.34
H -1.73 -0.28 3.94 0.51
H -0.15 -0.18 3.22 -0.19
H -0.61 1.25 4.03 0.25
H 0.93 1.33 7.20 0.28
H -0.21 1.99 8.08 0.27
C 0.77 -1.47 -0.75 -1.24
C -0.41 -0.55 -0.44 0.82
C -0.10 0.47 0.59 -2.61
O 0.29 0.07 1.89 -0.42
C 0.57 1.17 2.75 -1.41
N -0.99 0.02 -1.67 -0.46
H 0.58 -2.19 -1.55 0.39
H 0.99 -2.10 0.11 -0.39
H 1.69 -1.03 -1.14 -0.16
H -1.18 -1.20 -0.02 0.71
H -0.98 1.10 0.72 1.55
H 0.69 1.10 0.18 0.56
H 1.60 1.50 2.72 0.30
H 0.46 0.75 3.75 0.18
H -0.13 1.99 2.60 0.77
H -0.90 -0.69 -2.38 -0.75
H -0.45 0.71 -2.18 0.39
```

* orbital gap: 7.9 eV
* molar mass: 534.83 g/mol
* energy above the lowest of the compared OMol25 structures with the same formula, charge and spin: 631.8 kcal per mole

***

3.
DFT (wB97M-V/def2-TZVPD) results for a cluster of 4 separate species, C24H67BIN12O7P4 in total at a distorted geometry.

```
116
Properties=species:S:1:pos:R:3:mulliken_charge:R:1
C 1.37 2.81 2.23 -0.73
C 1.12 4.35 1.90 -0.59
C 0.00 4.53 0.78 0.87
C 0.61 5.52 -0.34 -1.41
C -1.30 5.20 1.28 -0.61
N -1.54 6.42 1.82 0.32
N -2.87 6.53 2.05 -0.75
C -3.47 5.43 1.65 0.40
P -5.35 5.18 1.74 0.01
O -5.68 3.66 1.07 -0.39
I -6.35 6.76 0.12 0.01
N -2.49 4.52 1.15 0.47
O -2.66 3.28 0.65 -0.52
B -2.68 2.28 1.70 0.66
O -2.77 0.92 1.43 -0.23
O -2.64 2.67 3.03 -0.46
H 1.10 2.63 3.30 0.28
H 2.46 2.60 2.11 0.09
H 0.85 2.13 1.51 0.14
H 0.95 4.97 2.82 0.37
H 2.08 4.70 1.44 0.40
H -0.25 3.53 0.36 0.37
H -0.28 6.09 -0.74 0.38
H 1.29 6.25 0.16 0.39
H 1.11 4.95 -1.15 0.32
H -0.82 7.12 2.00 0.24
H -5.35 3.72 0.15 0.33
H -2.61 0.77 0.47 0.25
H -2.26 1.92 3.52 0.28
O 3.14 0.79 1.07 -0.86
P 3.21 -0.63 1.63 1.10
N 4.77 -0.39 2.34 0.05
C 5.86 -1.34 2.45 -0.78
C 4.80 0.56 3.45 -0.87
N 3.39 -1.36 0.07 0.35
C 4.49 -2.21 -0.33 -1.29
C 2.96 -0.57 -1.08 -1.30
N 3.09 -2.25 2.32 -0.09
C 1.93 -3.02 1.79 -1.43
C 2.88 -2.24 3.79 -1.07
H 5.67 -2.16 3.17 0.29
H 6.77 -0.84 2.79 0.39
H 6.15 -1.78 1.50 0.18
H 4.35 0.16 4.36 0.27
H 4.26 1.48 3.19 0.08
H 5.82 0.87 3.69 0.41
H 5.39 -1.63 -0.55 0.33
H 4.23 -2.76 -1.25 0.37
H 4.70 -2.99 0.40 0.40
H 3.71 0.19 -1.34 0.31
H 2.01 -0.07 -0.88 0.34
H 2.80 -1.20 -1.96 0.47
H 0.99 -2.50 1.97 0.40
H 1.88 -4.01 2.26 0.55
H 2.01 -3.21 0.72 0.36
H 2.04 -1.60 4.07 0.34
H 3.77 -1.90 4.32 0.30
H 2.69 -3.25 4.16 0.39
O -0.97 -3.88 3.25 -0.78
P -2.43 -3.44 3.19 0.95
N -2.89 -4.41 4.55 0.07
C -4.13 -5.13 4.77 -0.77
C -2.31 -3.99 5.83 -1.02
N -2.75 -4.31 1.74 0.27
C -3.79 -5.32 1.59 -1.26
C -1.61 -4.69 0.91 -0.84
N -4.05 -2.74 3.07 -0.10
C -4.23 -1.95 1.83 -1.11
C -4.35 -1.79 4.17 -1.03
H -5.00 -4.47 4.95 0.29
H -4.05 -5.79 5.63 0.39
H -4.38 -5.80 3.95 0.17
H -2.77 -3.07 6.21 0.26
H -1.24 -3.81 5.73 0.21
H -2.41 -4.77 6.59 0.42
H -3.49 -6.28 2.04 0.32
H -3.98 -5.51 0.52 0.42
H -4.75 -5.00 1.99 0.39
H -1.09 -5.56 1.31 0.28
H -0.90 -3.87 0.82 0.13
H -1.93 -4.93 -0.11 0.34
H -3.49 -1.15 1.75 0.40
H -5.23 -1.51 1.79 0.41
H -4.15 -2.56 0.93 0.33
H -3.57 -1.03 4.27 0.31
H -4.46 -2.30 5.13 0.30
H -5.30 -1.29 4.00 0.37
O -0.31 2.15 -4.49 -0.83
P 0.35 1.71 -5.79 0.85
N -0.41 0.16 -5.79 0.07
C 0.14 -1.11 -6.23 -0.73
C -1.86 0.18 -5.96 -1.01
N 1.93 1.59 -5.10 0.23
C 2.75 0.39 -5.11 -1.13
C 2.17 2.30 -3.85 -1.01
N 1.08 1.40 -7.37 -0.11
C 2.08 2.44 -7.76 -1.05
C 0.10 1.41 -8.48 -1.06
H 0.26 -1.19 -7.32 0.25
H -0.52 -1.93 -5.94 0.41
H 1.08 -1.36 -5.76 0.14
H -2.15 0.42 -6.99 0.27
H -2.32 0.93 -5.31 0.25
H -2.32 -0.77 -5.70 0.39
H 2.41 -0.34 -4.37 0.16
H 3.79 0.64 -4.87 0.45
H 2.80 -0.07 -6.09 0.44
H 1.75 1.77 -2.99 0.24
H 1.75 3.31 -3.88 0.31
H 3.24 2.43 -3.67 0.39
H 1.63 3.44 -7.77 0.36
H 2.49 2.22 -8.74 0.41
H 2.93 2.46 -7.08 0.32
H -0.51 2.32 -8.47 0.38
H -0.57 0.55 -8.44 0.26
H 0.60 1.34 -9.45 0.39
```

* orbital gap: 6.3 eV
* molar mass: 897.49 g/mol
* charge: +1
* energy above the lowest of the compared OMol25 structures with the same formula, charge and spin: 0.0 kcal per mole

***

4.
DFT (wB97M-V/def2-TZVPD) results for a cluster of 7 separate species, C24H67N5O9 in total at a distorted geometry.

```
105
Properties=species:S:1:pos:R:3:mulliken_charge:R:1
C -6.60 -13.92 28.87 -0.72
O -7.65 -14.93 29.03 -0.37
C -7.53 -15.91 27.99 -0.65
C -8.79 -16.78 28.11 0.32
C -8.98 -17.97 27.10 -1.18
N -9.99 -16.02 28.11 -0.77
H -6.67 -13.08 29.57 0.27
H -6.59 -13.50 27.87 0.29
H -5.64 -14.37 29.11 0.29
H -7.62 -15.54 26.97 0.33
H -6.60 -16.45 28.19 0.45
H -8.68 -17.15 29.13 0.28
H -9.11 -17.75 26.05 0.18
H -9.86 -18.53 27.43 0.34
H -8.15 -18.66 27.26 0.36
H -9.56 -15.18 28.48 0.33
H -10.63 -16.29 28.84 0.26
C -10.27 -17.64 15.90 -0.79
O -9.72 -18.70 15.17 -0.32
C -9.70 -18.40 13.71 -0.77
C -8.91 -19.38 12.83 0.45
C -7.43 -19.34 13.01 -1.41
N -9.14 -19.26 11.33 -0.78
H -9.73 -16.69 15.90 0.31
H -10.39 -17.71 16.98 0.30
H -11.23 -17.32 15.49 0.32
H -10.73 -18.53 13.38 0.35
H -9.37 -17.37 13.58 0.35
H -9.34 -20.35 13.09 0.30
H -7.05 -20.10 12.34 0.44
H -7.22 -19.63 14.04 0.28
H -7.01 -18.37 12.74 0.38
H -8.54 -18.48 11.10 0.30
H -8.57 -20.01 10.98 0.28
C -7.52 -4.81 22.69 -0.75
O -7.84 -5.98 23.20 -0.30
C -6.81 -6.86 23.42 -0.63
C -7.29 -8.36 23.66 0.35
C -8.11 -8.45 24.93 -1.37
N -6.09 -9.17 23.76 -0.60
H -7.21 -4.07 23.43 0.30
H -8.36 -4.38 22.15 0.24
H -6.56 -4.84 22.18 0.32
H -6.12 -6.96 22.58 0.33
H -6.23 -6.47 24.25 0.29
H -7.76 -8.73 22.75 0.32
H -8.55 -9.44 25.02 0.37
H -8.94 -7.75 24.80 0.33
H -7.61 -8.13 25.84 0.34
H -5.70 -8.87 24.64 0.31
H -5.44 -8.74 23.12 0.16
C -5.27 -15.18 23.06 -0.76
O -4.65 -15.24 21.82 -0.39
C -5.47 -14.97 20.68 -0.55
C -5.92 -13.54 20.52 0.34
C -6.61 -13.28 19.18 -1.67
N -4.77 -12.64 20.59 -0.52
H -5.63 -14.16 23.24 0.30
H -4.50 -15.36 23.80 0.30
H -6.00 -15.95 23.30 0.30
H -4.87 -15.14 19.79 0.23
H -6.31 -15.66 20.79 0.45
H -6.45 -13.14 21.38 0.36
H -7.56 -13.78 18.97 0.34
H -6.02 -13.35 18.26 0.37
H -6.87 -12.23 19.06 0.38
H -4.50 -12.66 21.56 0.28
H -3.96 -12.97 20.07 0.21
C -5.86 -20.82 21.83 -0.79
O -5.01 -21.62 20.98 -0.36
C -4.81 -21.03 19.72 -0.87
C -4.36 -19.55 19.60 1.06
C -4.44 -19.08 18.22 -1.60
N -3.06 -19.31 20.08 -0.71
H -6.11 -21.38 22.74 0.32
H -6.88 -20.60 21.50 0.34
H -5.49 -19.90 22.30 0.26
H -4.22 -21.72 19.12 0.34
H -5.84 -21.05 19.34 0.39
H -5.07 -19.02 20.23 0.03
H -5.35 -19.51 17.82 0.36
H -3.67 -19.51 17.57 0.43
H -4.48 -18.00 18.05 0.33
H -3.06 -19.28 21.09 0.25
H -2.59 -18.45 19.83 0.25
O -11.88 -14.03 21.65 -0.58
C -10.82 -14.02 22.65 -0.32
C -10.41 -15.48 22.95 -0.18
O -9.94 -15.95 21.67 -0.49
H -12.21 -13.19 21.32 0.29
H -9.93 -13.56 22.22 0.19
H -11.21 -13.49 23.51 0.38
H -11.24 -16.10 23.29 0.22
H -9.64 -15.59 23.72 0.17
H -10.51 -15.59 20.98 0.31
O -4.53 -8.16 19.22 -0.52
C -3.33 -8.39 18.53 -0.27
C -2.22 -8.43 19.54 -0.19
O -1.51 -9.69 19.50 -0.57
H -4.81 -8.88 19.78 0.27
H -3.50 -9.37 18.09 0.28
H -3.21 -7.54 17.86 0.23
H -2.51 -8.41 20.59 0.19
H -1.38 -7.74 19.41 0.28
H -1.10 -9.88 18.65 0.28
```

* orbital gap: 9.1 eV
* SMILES: COC[C@H](C)N.COC[C@H](C)N.COC[C@H](C)N.COC[C@H](C)N.COC[C@H](C)N.OCCO.OCCO
* molar mass: 569.83 g/mol
* energy above the lowest of the compared OMol25 structures with the same formula, charge and spin: 109.1 kcal per mole

***

Among the records above, which one has the highest molar mass? C24H65F4O13PS9

***

Which of these has the lowest molar mass? C24H66N6O6

***

The highest orbital gap belongs to which entry? C24H67N5O9